Record 1
Molecular formula: C48H118N20O10P6
Method: DFT, ωB97M-V with the def2-TZVPD basis set

As for the energy: -157697.0033 eV. The value obtained for the HOMO energy is -8.41 eV. Its energy above the lowest of the compared OMol25 structures with the same formula, charge and spin is 1.167 eV. The structure (SMILES) is CN(C)P(=O)(N(C)C)N(C)C.CN(C)P(=O)(N(C)C)N(C)C.CN(C)P(=O)(N(C)C)N(C)C.CN(C)P(=O)(N(C)C)N(C)C.CN(C)P(=O)(N(C)C)N(C)C.CN(C)P(=O)(N(C)C)N(C)C.O=[N+]([O-])c1ccccc1.O=[N+]([O-])c1ccccc1. For the HOMO-LUMO gap, the calculation gives 7.3 eV.

```
202
Properties=species:S:1:pos:R:3:forces:R:3
C -2.2443 12.3507 -11.1846 -0.081 0.793 -0.394
N -3.1561 12.8066 -12.2474 -0.260 -2.033 -0.243
C -2.7035 12.3751 -13.5999 -0.302 1.111 0.984
P -4.5397 13.7043 -11.9331 2.093 -0.506 1.400
O -5.4492 13.8125 -13.0654 -0.515 0.016 -0.762
N -5.1042 12.9558 -10.5047 0.244 2.717 0.878
C -5.8984 13.7988 -9.5574 1.645 -0.453 -0.164
C -5.2861 11.5294 -10.3433 0.542 0.061 -1.775
N -3.8783 15.2430 -11.5748 -0.809 -1.460 2.350
C -3.6607 16.1001 -12.6966 -0.978 0.355 0.034
C -3.0440 15.5356 -10.3479 -1.422 -0.536 -1.839
H -2.7032 12.0466 -10.2438 -0.308 0.353 -0.074
H -1.5720 13.1924 -11.0184 0.512 -0.223 0.487
H -1.6598 11.4855 -11.4975 -0.074 0.039 -0.309
H -3.2748 12.9649 -14.3166 0.097 -0.334 -0.217
H -2.7970 11.3030 -13.7729 -0.315 -0.115 0.044
H -1.6476 12.6383 -13.6615 0.041 0.071 -0.355
H -5.3606 14.7158 -9.3166 -0.387 0.640 -1.071
H -6.9209 13.9321 -9.9108 -0.022 0.122 0.549
H -5.7326 13.3999 -8.5567 -1.021 -0.889 0.014
H -5.3021 11.1730 -9.3134 -0.214 0.396 0.009
H -6.1495 11.2339 -10.9393 -0.348 -0.480 0.469
H -4.4285 11.0794 -10.8434 -0.050 -0.407 0.072
H -3.6033 17.1105 -12.2918 0.711 0.230 -0.279
H -2.8248 15.7582 -13.3069 0.323 0.476 -0.133
H -4.5703 16.1380 -13.2960 0.128 -0.290 -0.247
H -3.4702 16.4571 -9.9513 0.386 0.096 0.387
H -2.0012 15.6524 -10.6427 0.170 0.066 0.199
H -3.1592 14.7166 -9.6379 0.119 0.128 0.015
C 5.6210 19.3106 -10.3078 -0.012 0.901 1.348
N 6.1229 18.6152 -11.4459 1.358 -0.481 -0.214
C 5.1340 17.7990 -12.1062 -0.569 -0.311 0.526
P 7.7954 18.2985 -11.6182 0.934 1.343 0.685
O 7.9829 17.1725 -12.5635 -0.012 0.810 -0.081
N 8.5492 19.8576 -12.0801 -1.277 -2.443 4.327
C 8.9858 20.0920 -13.3855 0.121 -0.193 -1.170
C 8.5648 20.9811 -11.0703 -0.924 -1.149 -1.013
N 8.4846 17.9833 -10.0347 -0.043 0.635 -0.696
C 9.9146 18.2946 -9.7179 -1.490 0.333 -0.907
C 8.0216 16.8376 -9.2535 -0.921 0.294 -1.238
H 5.8967 20.3645 -10.2692 0.426 -0.032 0.035
H 5.9496 18.8009 -9.4021 0.076 0.269 0.410
H 4.5360 19.3775 -10.2275 -0.084 -0.409 -0.582
H 4.6144 18.3520 -12.8887 0.350 -0.238 -0.626
H 4.3355 17.6340 -11.3829 -0.080 -0.316 0.222
H 5.5152 16.8118 -12.3673 0.072 0.302 -0.538
H 9.2206 19.1588 -13.8974 0.019 -0.135 0.113
H 8.1798 20.5492 -13.9595 0.349 0.622 -0.472
H 9.9142 20.6587 -13.3149 -0.093 0.408 -0.538
H 8.6333 20.5533 -10.0701 0.599 0.164 -0.070
H 9.3180 21.7232 -11.3349 0.352 -0.351 0.227
H 7.6208 21.5247 -11.0336 -0.241 0.124 -0.405
H 10.4322 17.4159 -9.3330 -0.071 -0.022 -0.114
H 10.3610 18.6290 -10.6544 0.412 0.145 0.322
H 9.8944 19.0861 -8.9688 0.504 0.011 0.045
H 8.5418 15.9348 -9.5735 0.191 -0.178 0.316
H 6.9747 16.6841 -9.5154 -0.188 -0.141 0.171
H 8.0700 16.9986 -8.1766 0.249 0.091 -0.033
C 4.3153 4.6182 -9.5596 0.275 -0.042 -1.036
N 2.9344 4.3751 -9.1937 -1.456 4.926 -0.779
C 2.6840 3.0505 -8.8959 -1.367 -1.471 0.776
P 1.9202 5.6174 -8.4746 -0.675 -0.764 -2.275
O 2.3354 5.7898 -7.0802 -0.805 0.670 0.506
N 1.9726 7.0211 -9.4479 1.632 -1.999 -0.009
C 1.9763 6.9396 -10.9499 -0.203 0.302 1.856
C 1.8318 8.3424 -8.8363 -0.582 -0.916 -1.161
N 0.2286 5.1890 -8.7436 1.901 -1.407 0.861
C -0.3578 4.9061 -10.0589 1.402 1.801 0.468
C -0.7587 5.4228 -7.7239 0.203 -0.273 0.654
H 4.7049 5.6284 -9.6855 -0.782 0.421 0.638
H 4.4032 4.2516 -10.5823 0.352 -0.518 -0.031
H 5.0302 4.0867 -8.9314 -0.103 -0.119 0.244
H 2.9939 2.8854 -7.8640 0.509 -1.023 -0.008
H 3.1060 2.4222 -9.6804 0.317 -0.387 0.418
H 1.6092 2.8690 -8.8986 -0.149 -0.083 -0.061
H 0.9468 7.1279 -11.2543 0.153 0.255 -0.607
H 2.6862 7.6736 -11.3309 -0.156 0.152 -0.179
H 2.2853 5.9595 -11.3134 -0.055 -0.015 0.297
H 2.7902 8.8607 -8.8053 -0.127 0.255 0.198
H 1.1264 8.7990 -9.5306 0.077 0.932 0.158
H 1.3201 8.2890 -7.8754 0.408 -0.050 0.119
H 0.4473 4.5442 -10.6983 -0.460 -0.813 -0.123
H -1.2956 4.3556 -9.9845 0.430 -0.455 -0.073
H -0.5767 5.8828 -10.4905 -0.628 0.133 -0.375
H -0.3555 5.3588 -6.7133 0.377 0.273 -0.112
H -1.4969 4.6210 -7.7380 -0.326 0.076 -0.250
H -1.2368 6.3942 -7.8504 -0.320 0.127 0.046
C 1.2718 11.7188 -12.0192 -0.241 -0.135 -0.667
N 2.2227 12.7610 -12.4351 -0.262 -1.416 0.469
C 3.6265 12.5339 -12.0283 -0.732 1.617 -0.426
P 1.6464 13.8754 -13.5244 3.353 3.098 0.141
O 0.4853 13.4928 -14.2838 -1.926 -1.153 -1.158
N 1.2924 15.2557 -12.5818 0.638 -0.969 -0.828
C 2.1310 15.6844 -11.4560 -0.964 -0.430 -0.870
C 0.4024 16.3131 -13.0431 0.133 -0.769 -0.661
N 2.9389 14.3224 -14.6652 -0.999 -0.462 0.923
C 3.2176 13.4352 -15.8400 -1.147 1.271 1.844
C 4.0930 15.0831 -14.2560 -0.222 0.503 0.843
H 1.3491 11.4158 -10.9750 0.125 0.520 0.247
H 1.3978 10.7926 -12.5800 0.291 -0.190 -0.275
H 0.2537 12.0279 -12.2560 0.147 0.156 0.265
H 3.6946 11.9461 -11.1129 -0.214 -0.177 -0.207
H 3.9477 13.5446 -11.7768 0.831 -0.256 0.117
H 4.2640 12.1510 -12.8252 -0.045 -0.270 0.059
H 1.6138 15.3875 -10.5436 0.513 -0.135 0.405
H 3.1293 15.2704 -11.5974 -0.022 0.228 0.689
H 2.1390 16.7739 -11.4887 0.446 0.055 0.142
H -0.0893 16.0352 -13.9754 -0.047 -0.237 0.091
H -0.3672 16.4763 -12.2886 0.057 0.364 -0.054
H 0.9951 17.1980 -13.2747 -0.191 0.414 0.272
H 3.5417 12.4587 -15.4803 0.074 -0.235 -0.530
H 2.2331 13.4510 -16.3077 0.477 -0.728 -0.742
H 3.9931 13.9813 -16.3771 -0.185 -0.495 -0.431
H 4.6335 15.6295 -15.0290 -0.283 -0.419 -0.691
H 4.8276 14.4527 -13.7548 0.314 0.216 0.347
H 3.7471 15.9154 -13.6430 0.162 -0.207 0.547
C 3.0530 7.4827 -14.7035 -0.041 0.117 0.059
N 4.2879 8.2442 -14.7075 0.851 1.357 -0.374
C 3.9692 9.7356 -14.9638 1.394 -1.981 -1.121
P 5.8564 7.5118 -14.7697 -1.650 -1.367 0.225
O 6.9603 8.3579 -15.2090 0.285 1.327 0.491
N 6.1039 6.8040 -13.2191 -0.242 -0.190 -0.517
C 6.4968 7.7647 -12.1641 -0.126 -0.311 -0.211
C 5.1288 5.7451 -12.7200 1.617 1.371 -1.234
N 5.7034 6.1591 -15.7738 -1.879 0.153 -1.408
C 6.7867 5.1889 -15.7707 0.387 0.368 0.446
C 5.0046 6.2561 -17.1497 0.040 0.189 1.823
H 3.1773 6.4322 -14.9666 0.252 -0.050 0.527
H 2.3399 7.8436 -15.4446 0.118 0.333 -0.239
H 2.5829 7.6584 -13.7359 -0.360 -0.581 0.160
H 3.0895 10.0989 -14.4326 0.118 -0.318 0.286
H 3.7903 9.7630 -16.0387 -0.508 0.386 -0.119
H 4.8368 10.3837 -14.8395 0.051 -0.249 0.514
H 6.3914 7.2493 -11.2095 -0.096 0.164 0.075
H 7.5213 8.1341 -12.2097 0.126 -0.390 -0.467
H 5.8865 8.6677 -12.1775 -0.424 0.061 0.178
H 5.6523 5.1885 -11.9427 -0.297 0.238 0.152
H 4.2126 6.2467 -12.4086 -0.083 -0.440 0.280
H 4.9641 5.0540 -13.5466 -0.309 0.098 0.046
H 7.7121 5.6690 -16.0890 0.223 -0.170 -0.262
H 6.9644 4.8350 -14.7552 -0.047 -0.098 0.004
H 6.5650 4.3327 -16.4077 -0.133 0.127 -0.026
H 5.6290 6.5324 -17.9994 0.450 -0.073 0.288
H 4.1964 6.9866 -17.1116 0.133 0.180 0.223
H 4.5043 5.3083 -17.3484 0.269 -0.160 0.011
C 4.7771 14.5705 -8.5739 -0.948 0.109 1.149
N 3.5771 14.9583 -7.7744 -0.504 -2.806 0.878
C 3.0219 16.2302 -7.9727 -0.388 1.414 -0.281
P 3.2873 14.2030 -6.2420 -0.316 -0.387 -1.123
O 4.0655 14.8523 -5.1283 -1.621 -1.269 -1.110
N 1.5512 14.1253 -6.1529 2.313 0.862 -1.759
C 0.9342 13.9527 -4.8753 -0.136 0.118 0.019
C 0.7028 13.8016 -7.3397 0.721 1.580 0.970
N 3.6168 12.5538 -6.4894 1.863 0.100 1.275
C 4.7689 11.8831 -5.8325 -0.178 0.268 0.200
C 3.2443 11.8048 -7.6842 -0.256 0.577 1.066
H 5.4857 14.2934 -7.7934 0.745 -0.139 -0.727
H 5.1292 15.3744 -9.2204 0.048 0.370 0.531
H 4.5776 13.7613 -9.2765 -0.119 -0.332 0.271
H 3.5789 16.9725 -7.4010 0.265 0.629 -0.491
H 1.9983 16.3682 -7.6245 -0.204 -0.579 0.166
H 2.9748 16.3846 -9.0507 0.272 0.697 0.023
H 0.4944 12.9558 -4.9019 -0.210 -0.068 0.831
H 1.6479 14.1126 -4.0671 0.134 -0.459 -0.071
H 0.1839 14.7260 -4.7106 -0.459 -0.108 -0.063
H -0.1618 14.4442 -7.1740 -0.540 -0.404 -0.341
H 1.1823 14.1634 -8.2492 0.144 0.004 0.071
H 0.4344 12.7591 -7.5112 -0.090 -0.173 0.525
H 4.4736 10.8878 -5.5002 -0.202 -0.075 -0.049
H 5.6252 11.7428 -6.4922 0.023 0.067 -0.472
H 5.1770 12.3869 -4.9563 -0.493 0.403 -0.083
H 2.3822 12.3165 -8.1120 0.536 -0.250 -0.726
H 2.9287 10.8031 -7.3922 -0.060 -0.110 0.055
H 4.1594 11.7043 -8.2679 -0.349 0.033 -0.820
O 2.2462 7.9124 -19.8818 -0.291 0.166 2.082
N 1.6336 7.7225 -18.8183 -1.354 0.631 -1.963
O 1.1534 6.6384 -18.5213 0.749 0.716 0.592
C 1.1466 8.9471 -18.0321 -0.375 -0.140 0.835
C 0.3620 8.7586 -16.8642 0.923 -2.755 -1.384
C -0.1485 9.7606 -16.1405 0.492 2.473 -0.097
C 0.0922 11.0695 -16.6289 -0.388 -0.086 0.877
C 0.8372 11.3336 -17.7615 -1.131 -1.309 0.527
C 1.3660 10.2326 -18.4673 0.759 0.823 -0.546
H 0.1495 7.7464 -16.5532 0.181 -0.231 -0.077
H -0.6334 9.5886 -15.1909 -0.284 0.014 -0.138
H -0.3111 11.9099 -16.0834 -0.048 0.106 0.128
H 0.7792 12.3683 -18.0653 0.824 -0.100 -0.526
H 1.9861 10.4384 -19.3273 -0.051 -0.277 -0.240
O 3.0876 21.0328 -12.0184 -1.417 -0.678 -0.285
N 2.0621 20.9535 -12.6942 0.956 2.213 -1.898
O 2.0039 21.5188 -13.8363 -0.802 -2.013 3.010
C 0.8733 20.2398 -12.1206 -0.195 -1.069 0.820
C 1.0587 19.4548 -10.9328 0.200 0.353 -1.469
C 0.0333 18.6344 -10.4837 0.011 0.809 0.512
C -1.2076 18.7197 -11.0773 -0.786 -0.482 -0.509
C -1.3992 19.4345 -12.2295 0.356 0.838 -0.075
C -0.3776 20.2215 -12.7493 0.524 0.149 -0.335
H 2.0188 19.4455 -10.4384 0.083 0.077 -0.084
H 0.1459 18.0082 -9.6110 0.270 0.032 0.104
H -2.1059 18.2124 -10.7575 0.338 -0.438 0.577
H -2.3732 19.4176 -12.6959 0.014 0.147 -0.140
H -0.6129 20.7943 -13.6342 0.498 0.127 -0.116
```
Forces are in eV/Å.


Record 2
Molecular formula: C14H22FIN5O4Os
Method: DFT, ωB97M-V with the def2-TZVPD basis set

As for the charge: +1. As for the energy: -43798.7193 eV. The value obtained for the HOMO energy is -11.27 eV. Its energy above the lowest of the compared OMol25 structures with the same formula, charge and spin is 0.000 eV. For the HOMO-LUMO gap, the calculation gives 7.2 eV.

```
48
Properties=species:S:1:pos:R:3:forces:R:3
Os 0.7967 -0.4444 0.5311 0.080 0.120 0.028
N 2.4166 0.4229 1.7392 0.020 0.039 0.023
C 1.8455 1.2100 2.8532 0.000 -0.035 0.019
C 0.4079 1.5368 2.5215 -0.044 0.035 -0.036
O -0.3662 2.0237 3.3053 -0.108 0.004 -0.080
O 0.0890 1.2538 1.2591 -0.012 -0.055 0.051
H 2.9489 -0.3624 2.1039 -0.009 -0.007 -0.001
H 3.0652 0.9840 1.1969 -0.013 -0.021 -0.013
H 2.3931 2.1363 3.0253 -0.005 0.004 0.002
H 1.8576 0.6261 3.7700 0.007 0.011 0.003
N 0.6583 0.7020 -1.3142 -0.066 -0.176 0.140
C -0.5612 0.2689 -2.0388 -0.350 -0.316 -0.203
C -1.7156 1.2226 -1.7011 0.228 0.622 0.267
C -3.1673 0.8197 -1.9673 0.098 -0.179 -0.191
C -3.8485 0.1294 -0.7861 -0.006 0.019 -0.092
N -3.8502 1.0225 0.3721 0.029 -0.172 0.158
C -3.2506 0.8164 1.5448 -0.025 0.046 -0.105
N -2.6296 -0.3200 1.8266 0.115 -0.030 0.001
N -3.3093 1.7666 2.4876 0.033 0.044 0.048
C -0.9717 -1.1285 -1.6044 0.040 0.014 0.037
O -1.6294 -1.8501 -2.2955 -0.011 -0.023 0.002
O -0.6597 -1.4141 -0.3300 -0.052 0.011 -0.067
H 0.6093 1.6993 -1.1164 0.015 -0.004 0.012
H 1.4842 0.5293 -1.8807 0.007 0.019 -0.026
H -0.3853 0.2420 -3.1130 -0.005 0.023 -0.010
H -1.5050 2.1556 -2.2308 -0.027 0.000 0.012
H -1.6210 1.4612 -0.6353 0.053 0.044 -0.020
H -3.2576 0.1820 -2.8473 0.024 -0.027 0.014
H -3.7256 1.7329 -2.1883 -0.027 -0.032 -0.032
H -3.3564 -0.8049 -0.5293 0.017 -0.006 -0.002
H -4.8769 -0.1263 -1.0407 0.001 0.024 -0.002
H -4.2242 1.9461 0.2218 -0.030 -0.011 -0.001
H -2.3412 -0.9761 1.1148 -0.017 0.011 -0.016
H -2.1807 -0.4343 2.7234 -0.004 0.020 0.003
H -3.8082 2.6181 2.2927 -0.003 -0.008 -0.002
H -2.5070 1.8611 3.0998 0.095 -0.005 0.067
F 5.4977 -3.0603 -2.4245 0.002 -0.001 -0.007
C 4.5105 -2.4540 -1.7536 0.001 0.000 0.008
C 3.5218 -3.2244 -1.1734 0.007 -0.002 0.004
C 2.5103 -2.5995 -0.4575 -0.008 0.015 -0.016
C 2.4664 -1.2029 -0.3630 -0.003 0.010 0.010
C 3.4842 -0.4608 -0.9609 -0.009 -0.003 -0.002
C 4.5191 -1.0778 -1.6522 -0.006 0.003 -0.001
H 3.5584 -4.3013 -1.2657 -0.001 0.000 0.003
H 1.7544 -3.2127 0.0154 -0.006 -0.003 0.005
H 3.5005 0.6240 -0.8889 -0.013 0.000 -0.023
H 5.3181 -0.5087 -2.1073 0.001 -0.001 -0.001
I 0.5344 -2.0298 2.6618 -0.011 -0.020 0.028
```
Forces are in eV/Å.


Record 3
Molecular formula: C3H7IN3
Method: DFT, ωB97M-V with the def2-TZVPD basis set

As for the charge: +1. As for the energy: -15784.3150 eV. The value obtained for the HOMO energy is -13.55 eV. Its energy above the lowest of the compared OMol25 structures with the same formula, charge and spin is 3.978 eV. The structure (SMILES) is C=N/C(I)=[N+](/C)N. For the HOMO-LUMO gap, the calculation gives 9.2 eV.

```
14
Properties=species:S:1:pos:R:3:forces:R:3
C 0.9916 2.7599 -0.0163 1.449 0.988 -0.176
N 0.1184 1.8910 0.1810 0.468 -4.742 -0.664
C 0.5756 0.1483 -0.1606 0.188 3.312 0.829
I 2.5509 -0.4043 -0.2510 -0.077 0.388 0.011
N -0.3793 -0.7020 -0.0128 0.982 2.135 0.299
C -0.1601 -2.1060 0.1279 -0.180 -2.000 2.770
N -1.6426 -0.2960 -0.1185 -1.529 2.366 0.321
H 2.0061 2.8906 -0.5346 -1.392 -1.132 0.593
H 0.6891 3.6431 0.5316 -0.095 0.692 -0.283
H -0.3529 -2.4663 -0.8022 0.048 -1.603 -2.854
H 0.7963 -2.4665 0.5616 -0.405 1.033 -0.705
H -0.8938 -2.6464 0.7693 -0.006 1.192 -0.156
H -2.3615 -0.9495 -0.2191 -0.677 -1.330 0.043
H -1.9380 0.7041 -0.0564 1.227 -1.299 -0.027
```
Forces are in eV/Å.